#i
{
  "formula": "C3H3MnO2",
  "method": "ωB97M-V with the def2-TZVPD basis set",
  "species": ["Mn", "O", "O", "C", "C", "C", "H", "H", "H"],
  "positions_angstrom": [[-1.64511, -1.57463, -2.85451], [1.03248, -0.75879, -0.74965], [-1.06493, -0.49192, -1.53683], [-0.08448, 0.69636, 0.34957], [-0.10843, -0.26438, -0.77957], [0.58811, 0.30570, 1.47868], [0.14298, 0.47460, 2.46070], [1.60322, -0.09285, 1.46140], [-0.46384, 1.70591, 0.17022]],
  "gap_ev": [7.6, 8.0],
  "s_squared": 12.022,
  "total_charge": 2,
  "lumo_energy_ev": [-11.40, -11.64],
  "multiplicity": 7
}

---

#ii
{
  "formula": "C3H3MnO2",
  "method": "ωB97M-V with the def2-TZVPD basis set",
  "species": ["Mn", "O", "O", "C", "C", "C", "H", "H", "H"],
  "positions_angstrom": [[1.97296, -0.07126, 3.00100], [1.00566, 0.49190, -0.89165], [1.37657, 0.29020, 1.30959], [1.44702, -0.06308, 0.14548], [-0.28917, -0.41365, -0.69150], [-1.45548, 0.22416, -0.58306], [-1.50940, 1.30669, -0.46387], [-2.37470, -0.32413, -0.78492], [-0.17346, -1.44084, -1.04108]],
  "gap_ev": [6.2, 6.8],
  "s_squared": 12.007,
  "total_charge": 2,
  "lumo_energy_ev": [-12.08, -12.36],
  "multiplicity": 7
}

---

Result of the stability comparison: #ii is the least stable of them.

---

#i
{
  "formula": "C3H11N2O",
  "method": "ωB97M-V with the def2-TZVPD basis set",
  "species": ["O", "N", "N", "C", "C", "C", "H", "H", "H", "H", "H", "H", "H", "H", "H", "H", "H"],
  "positions_angstrom": [[1.68149, -0.51646, 0.66346], [-1.60495, -0.14044, -0.03107], [-0.71542, -1.09316, -0.03814], [-1.01788, 1.03636, 0.59374], [-2.86143, -0.21360, -0.35705], [2.54565, -0.01043, -0.31114], [-3.51580, 0.53181, 0.05703], [-1.10895, 1.13667, 1.76294], [3.29584, -0.63564, -0.69774], [-1.38538, 2.04853, 0.08563], [1.91458, 0.22141, -1.10075], [3.06585, 0.83408, 0.27854], [1.83723, -1.43508, 0.79899], [0.01810, 1.10143, 0.47941], [-3.06213, -1.07406, -0.96605], [0.39781, -0.87080, 0.01630], [-1.01973, -1.94024, -0.45545]],
  "gap_ev": 10.0,
  "total_charge": 1,
  "lumo_energy_ev": -4.18,
  "multiplicity": 1
}

---

#ii
{
  "formula": "C3H11N2O",
  "method": "ωB97M-V with the def2-TZVPD basis set",
  "species": ["O", "N", "N", "C", "C", "C", "H", "H", "H", "H", "H", "H", "H", "H", "H", "H", "H"],
  "positions_angstrom": [[-0.42722, -0.13921, 0.30556], [1.61608, 1.43352, 0.67283], [-2.62901, -0.76144, 0.04469], [2.06999, 0.16898, 1.37856], [-1.36142, -0.53961, -0.38539], [-1.18934, -0.67882, -1.87967], [-1.29385, -1.68434, -2.28574], [2.46394, 0.52698, 2.31701], [-1.88089, -0.02821, -2.41814], [-0.20024, -0.33173, -2.16795], [-2.68416, -1.07643, 1.00075], [1.26762, -0.51833, 1.36365], [0.58170, 1.38467, 0.56006], [-3.19546, -1.23103, -0.63387], [3.01962, -0.26195, 1.05536], [1.72248, 2.23806, 1.27774], [2.12016, 1.49890, -0.20543]],
  "gap_ev": 11.0,
  "total_charge": 1,
  "lumo_energy_ev": -3.19,
  "multiplicity": 1
}

---

Result of the stability comparison: #i is the least stable of them.